## one
ORCA calculation (ωB97M-V/def2-TZVPD) on a 7-piece molecular cluster, H14O7 overall.

Each line ends with the Mulliken charge.
CARTESIAN COORDINATES (ANGSTROEM)
1 O 0.3544 -1.3042 1.6996  -0.638
2 H 1.2361 -1.5338 1.9931  0.293
3 H 0.0344 -2.0928 1.2615  0.277
4 O 0.3700 -1.7067 -2.0471  -0.694
5 H -0.1352 -1.6227 -2.8557  0.338
6 H 0.3075 -2.6346 -1.8204  0.271
7 O 2.8150 -0.5904 -2.4331  -0.654
8 H 1.9231 -0.8417 -2.1931  0.390
9 H 2.7716 0.3574 -2.5594  0.327
10 O -0.6613 0.9406 3.3064  -0.618
11 H -0.2136 0.6599 4.1045  0.285
12 H -0.3614 0.3281 2.6348  0.340
13 O -3.2706 0.2881 0.2575  -0.653
14 H -3.2654 1.1472 -0.1647  0.309
15 H -2.3470 0.0429 0.3140  0.353
16 O 0.1656 3.0873 -0.1140  -0.633
17 H 0.9873 3.0578 0.3761  0.276
18 H 0.0448 2.1932 -0.4338  0.407
19 O -0.2833 0.4624 -0.4783  -0.687
20 H -0.3722 -0.1992 -1.1642  0.353
21 H -0.0998 -0.0387 0.3163  0.357

Its structure (SMILES) is O.O.O.O.O.O.O.

## two
ORCA calculation (ωB97M-V/def2-TZVPD) on a 7-piece molecular cluster, H14O7 overall.

Each line ends with the Mulliken charge.
CARTESIAN COORDINATES (ANGSTROEM)
1 O 3.0730 20.2880 -10.1480  -0.654
2 H 3.2640 20.9930 -10.7490  0.297
3 H 2.5200 19.6130 -10.5620  0.448
4 O -1.3610 17.3810 -14.4270  -0.640
5 H -1.3250 18.1000 -13.7460  0.403
6 H -2.2440 17.2070 -14.6980  0.272
7 O -2.9250 15.3280 -12.4690  -0.643
8 H -2.4580 15.9330 -11.8560  0.447
9 H -3.2690 15.7480 -13.2710  0.270
10 O -1.5490 16.5860 -10.6390  -0.728
11 H -1.8280 16.4660 -9.7170  0.289
12 H -0.6110 16.3830 -10.6310  0.290
13 O -3.0880 19.4740 -10.3470  -0.652
14 H -3.7490 19.0230 -10.8500  0.307
15 H -2.2810 19.4630 -10.9170  0.385
16 O -0.8630 18.8140 -12.0640  -0.859
17 H 0.0700 18.8030 -11.9300  0.469
18 H -1.1990 18.1360 -11.4820  0.472
19 O 1.6970 18.4170 -11.3290  -0.869
20 H 1.5340 17.6640 -10.7180  0.310
21 H 1.8760 18.0390 -12.2230  0.386

Its structure (SMILES) is O.O.O.O.O.O.O.

## three
ORCA calculation (ωB97M-V/def2-TZVPD) on a 7-piece molecular cluster, H14O7 overall.

Each line ends with the Mulliken charge.
CARTESIAN COORDINATES (ANGSTROEM)
1 H 0.6305 -0.3742 -0.8725  0.261
2 H 1.3164 0.8287 -0.1878  0.197
3 H -4.6254 -2.1534 -0.9561  0.308
4 H -3.1560 -1.8696 -1.1938  0.307
5 H -3.3348 2.5316 1.1149  0.306
6 H -1.8055 2.4567 1.4263  0.293
7 H 3.0704 -2.2381 0.2588  0.285
8 H 4.6280 -2.2236 0.3519  0.307
9 H 3.9190 1.5820 -0.1046  0.316
10 H 3.7585 2.9940 -0.6064  0.313
11 H 0.5210 -0.9801 1.4643  0.328
12 H 0.4453 -1.7201 0.0420  0.349
13 H -3.0507 0.0267 -0.0026  0.379
14 H -2.1909 0.2283 -1.2052  0.225
15 O 1.0643 -0.0257 -0.0590  -0.507
16 O -3.8505 -1.8538 -0.4744  -0.639
17 O -2.4499 2.9365 0.9864  -0.631
18 O 3.8047 -1.8646 0.6592  -0.591
19 O 4.0624 2.1688 -0.8984  -0.637
20 O -0.0780 -1.2041 0.7475  -0.608
21 O -2.6790 0.7541 -0.4907  -0.561

Its structure (SMILES) is O.O.O.O.O.O.O.

Most stable structure - one; separation to the second - 0.0128 hartree.

## one
ORCA calculation (ωB97M-V/def2-TZVPD) on C2H3N4O as an isolated structure.

Each line ends with the Mulliken charge.
CARTESIAN COORDINATES (ANGSTROEM)
1 C 1.1064 0.0971 0.3995  0.672
2 C -2.0046 0.2266 -0.0442  -0.424
3 N 1.5254 -1.0730 0.6809  -0.275
4 N 1.8093 0.8973 -0.3525  -0.304
5 N 2.6090 -1.0999 0.0234  -0.321
6 N 2.8119 0.0931 -0.5853  -0.286
7 O -1.1626 0.6417 0.8656  -0.589
8 H -2.3335 -0.8813 0.0588  0.149
9 H -1.3931 0.2996 -1.0043  0.171
10 H -2.9682 0.7988 -0.0421  0.205

As for the net charge: -1.

## two
ORCA calculation (ωB97M-V/def2-TZVPD) on an isolated ion of composition C2H3N4O and charge -1.

Each line ends with the Mulliken charge.
CARTESIAN COORDINATES (ANGSTROEM)
1 C -2.3366 -0.2698 -0.1653  0.645
2 C -0.2350 -0.7718 0.9655  -0.532
3 N -3.1824 -0.8054 0.6481  -0.285
4 N -2.6904 0.7382 -0.9125  -0.390
5 N -4.2144 -0.0541 0.4517  -0.385
6 N -4.0009 0.8472 -0.4850  -0.303
7 O -0.8103 -0.8773 -0.3227  -0.412
8 H 0.7455 -0.2387 0.7922  0.204
9 H -0.1621 -1.7558 1.4766  0.174
10 H -0.9269 -0.0908 1.4876  0.286

As for the net charge: -1.

Most stable structure - two; separation to the second - 0.1272 hartree.

## one
ORCA calculation (ωB97M-V/def2-TZVPD) on an isolated ion of composition C9H16NO and charge +1.

Each line ends with the Mulliken charge.
CARTESIAN COORDINATES (ANGSTROEM)
1 C 0.6448 0.0595 2.0316  -0.153
2 C -0.2100 -1.0675 2.1017  -0.516
3 C 0.8256 0.7880 0.9275  0.284
4 C -0.5859 -1.7246 1.0261  0.155
5 C 0.2400 0.4501 -0.3851  0.127
6 C 1.8058 1.9914 1.1023  -1.549
7 C -1.5761 -2.5416 0.3520  -1.261
8 C 0.6952 -0.8118 -2.3248  -0.802
9 C -1.9296 1.4426 0.1011  -0.465
10 N 1.2701 0.3070 -1.5343  -0.007
11 O -0.8330 1.2814 -0.7799  -0.404
12 H 0.9881 0.3210 3.0545  0.361
13 H -0.4720 -1.3541 3.0513  0.527
14 H 2.8662 1.7825 0.9674  0.321
15 H 1.5016 2.5497 2.0325  0.398
16 H 1.4596 2.7749 0.4159  0.375
17 H -1.7491 -3.4285 0.8884  0.481
18 H -1.3102 -2.9547 -0.6075  0.315
19 H -2.6721 -2.1928 0.4757  0.292
20 H 1.1961 -0.7796 -3.3028  0.394
21 H 0.7291 -1.8333 -1.9257  0.288
22 H -0.4893 -0.7395 -2.3728  0.290
23 H -2.4228 2.1767 -0.4877  0.347
24 H -1.4502 1.8292 0.9612  0.310
25 H -2.3939 0.3666 0.3113  0.072
26 H 1.2232 1.2885 -1.9513  0.441
27 H 2.2090 -0.0510 -1.3256  0.380

As for the net charge: +1.

## two
ORCA calculation (ωB97M-V/def2-TZVPD) on a 2-piece molecular cluster, C9H16NO overall.

Each line ends with the Mulliken charge.
CARTESIAN COORDINATES (ANGSTROEM)
1 C -2.7993 -0.3105 1.8917  -0.299
2 C -1.4926 -0.9070 2.3149  -1.051
3 N -2.6520 0.9457 0.9960  -0.196
4 H -3.3044 -0.9773 1.1940  0.258
5 H -3.4083 -0.1482 2.7773  0.318
6 H -0.8284 -0.2453 2.8919  0.305
7 H -0.7681 -1.2343 1.5612  0.291
8 H -1.7068 1.3632 1.0451  0.179
9 H -2.8058 0.6103 0.0489  0.412
10 H -3.3862 1.5999 1.2603  0.364
11 H -1.6838 -1.7608 2.9684  0.391
12 C 1.3288 -1.9602 -2.7629  -1.305
13 C 0.8604 0.9373 0.2255  0.496
14 C 1.6490 -0.1767 0.5329  -0.894
15 C 0.5818 1.3354 -1.0673  -0.662
16 C 1.8323 -1.0615 -0.5240  -0.317
17 C 0.8661 0.4319 -2.0996  -0.383
18 C 1.4480 -0.8092 -1.8693  0.555
19 O 0.1738 1.6076 1.2568  -0.544
20 H 1.9188 -0.3954 1.5562  0.481
21 H 0.6599 2.3262 1.6423  0.288
22 H -0.0655 2.1807 -1.2464  0.483
23 H 2.4394 -1.9477 -0.3648  0.410
24 H 0.6286 0.8640 -3.0646  0.378
25 H 1.4026 -2.9143 -2.2361  0.375
26 H 1.9731 -1.9891 -3.6461  0.311
27 H 0.3510 -1.9696 -3.2729  0.356

As for the net charge: +1.

Most stable structure - two; separation to the second - 0.2421 hartree.

## one
ORCA calculation (ωB97M-V/def2-TZVPD) on an isolated ion of composition C9H16NO and charge +1.

Each line ends with the Mulliken charge.
CARTESIAN COORDINATES (ANGSTROEM)
1 C 0.2274 2.1727 -0.0857  0.054
2 C 1.5985 2.2858 -0.3059  -0.859
3 C 1.1733 0.2377 0.3084  0.258
4 C -3.6825 0.1720 0.0721  -1.208
5 C 2.9237 -1.3642 0.7407  -1.383
6 C 1.2765 -1.8471 -0.9844  -1.218
7 C -2.3735 0.5213 -0.6497  -0.198
8 C -1.3836 0.4167 0.5640  -1.019
9 C 1.4451 -1.3261 0.4360  0.460
10 N -0.0148 0.8850 0.2817  0.443
11 O 2.1570 1.0629 0.0360  -0.259
12 H -0.5535 2.9108 -0.2342  0.432
13 H 2.2198 3.0607 -0.4366  0.511
14 H -4.1364 0.9354 0.7630  0.319
15 H -3.4364 -0.7331 0.5762  0.400
16 H -4.4481 0.2853 -0.6959  0.366
17 H 3.6067 -1.1273 -0.1124  0.289
18 H 3.2118 -2.2849 1.3088  0.393
19 H 3.0809 -0.5532 1.5170  0.373
20 H 1.8290 -2.8330 -1.1114  0.374
21 H 1.7579 -1.0661 -1.5965  0.368
22 H 0.2449 -1.9459 -1.2697  0.287
23 H -2.0562 -0.2218 -1.3572  0.277
24 H -2.2411 1.5857 -1.0525  0.379
25 H -1.3894 -0.6399 0.8365  0.400
26 H -1.8473 1.2077 1.2701  0.298
27 H 0.8104 -1.7970 1.1816  0.465

Its structure (SMILES) is CCC[n+]1ccoc1C(C)C. As for the net charge: +1.

## two
ORCA calculation (ωB97M-V/def2-TZVPD) on an isolated ion of composition C9H16NO and charge +1.

Each line ends with the Mulliken charge.
CARTESIAN COORDINATES (ANGSTROEM)
1 C 0.7665 1.3747 -1.0705  -0.126
2 C 0.6926 1.8307 0.2677  -0.542
3 C 0.2216 0.1640 -1.2808  -0.649
4 C 0.1063 0.8582 1.0405  -0.299
5 C -0.3282 -0.2990 0.0423  1.790
6 C -0.0110 -0.6023 -2.5496  -1.503
7 C -0.2052 0.8075 2.4885  -1.158
8 C 1.8589 -1.4211 0.4178  -0.905
9 C -2.4242 0.5510 -0.1793  -0.652
10 N 0.3997 -1.6129 0.4331  -0.135
11 O -1.6574 -0.5951 0.0796  -0.533
12 H 1.3933 1.7587 -1.8925  0.447
13 H 1.3231 2.6872 0.4867  0.459
14 H 0.2325 -1.6168 -2.4233  0.361
15 H 0.4681 -0.0174 -3.2987  0.416
16 H -1.1839 -0.5689 -2.6336  0.269
17 H -0.0734 -0.2311 2.9813  0.243
18 H -1.3821 0.9686 2.6284  0.218
19 H 0.3550 1.7015 3.0473  0.358
20 H 2.0622 -1.0567 -0.5135  0.455
21 H 2.2360 -0.5712 1.1092  0.303
22 H 2.3580 -2.3786 0.7667  0.379
23 H -1.7515 1.3250 -0.7810  0.295
24 H -2.7595 0.9377 0.7686  0.286
25 H -3.2178 0.1776 -0.7926  0.347
26 H 0.1568 -1.9266 1.3375  0.405
27 H 0.3637 -2.2445 -0.4799  0.470

Its structure (SMILES) is C[NH2+]C1(OC)C(C)=CC=C1C. As for the net charge: +1.

Most stable structure - one; separation to the second - 0.0597 hartree.

## one
ORCA calculation (ωB97M-V/def2-TZVPD) on a 2-piece molecular cluster, C9H13NO2 overall.

Each line ends with the Mulliken charge.
CARTESIAN COORDINATES (ANGSTROEM)
1 C 2.8748 3.7387 -1.0931  -0.800
2 C 1.7627 2.8665 -0.4347  0.536
3 O 1.9539 1.7015 -0.1047  -0.653
4 N 0.3898 3.1762 -0.2847  -0.410
5 H -0.2695 2.3945 -0.1834  0.375
6 H 0.0518 4.0640 -0.7434  0.218
7 H 2.5354 4.8046 -1.1660  0.308
8 H 3.1428 3.2451 -2.1410  0.231
9 H 3.6323 3.5633 -0.3691  0.272
10 C -0.4124 -4.2194 1.2189  -1.358
11 C -1.3848 -0.0860 -0.1462  0.341
12 C -2.3706 -1.0027 -0.1666  -0.410
13 C 0.0179 -0.6176 -0.0093  -0.560
14 C -2.0801 -2.3674 0.2115  -0.501
15 C 0.2389 -1.9393 0.2877  -0.679
16 C -0.8546 -2.8141 0.5631  0.846
17 O -1.6472 1.2217 -0.4320  -0.641
18 H -2.4356 1.5095 0.1574  0.357
19 H -3.3197 -0.6123 -0.4973  0.389
20 H 0.8157 0.0628 -0.0854  0.597
21 H -2.9505 -2.9294 0.7093  0.189
22 H 1.2385 -2.3202 0.4665  0.303
23 H -1.2899 -4.7643 1.0517  0.403
24 H -0.2052 -4.1820 2.3107  0.279
25 H 0.5657 -4.4939 0.8800  0.368

Its structure (SMILES) is Cc1ccc(O)cc1.CC(N)=O.

## two
ORCA calculation (ωB97M-V/def2-TZVPD) on C9H13NO2 as an isolated structure.

Each line ends with the Mulliken charge.
CARTESIAN COORDINATES (ANGSTROEM)
1 C 1.0081 0.4745 1.8576  0.304
2 C 0.8708 1.9975 1.4160  -0.685
3 C 0.0691 2.4442 0.2991  -0.277
4 C 0.3316 1.5882 -0.8427  -0.878
5 C -0.1415 0.3007 -0.4720  0.291
6 C -0.0920 -0.7224 -1.6754  -0.851
7 C -0.4210 -2.3179 -1.3617  -0.164
8 C -0.9483 -2.3658 0.0002  -0.770
9 C -0.2646 -1.5375 1.1133  0.331
10 H 0.5897 2.2635 2.5584  0.373
11 H 1.8698 2.3438 1.6569  0.359
12 H 0.3588 3.5219 -0.1189  0.274
13 H -0.9707 2.0682 0.6603  0.242
14 H 1.5886 1.6446 -0.6794  0.277
15 H -0.0052 1.7879 -1.9038  0.287
16 H -1.3196 0.5266 -0.0926  0.224
17 H 0.8713 -0.4990 -2.5365  0.163
18 H -1.0801 -0.2969 -2.2217  0.303
19 H 0.5868 -3.0156 -1.3263  0.296
20 H -1.3658 -2.4099 -2.3044  0.235
21 H -0.9971 -3.5241 0.0504  0.309
22 H -1.8270 -1.9951 -0.1590  0.375
23 N 0.4136 -0.3695 0.7901  0.173
24 O 1.4093 0.3039 3.0866  -0.599
25 O -0.5349 -2.2119 2.2055  -0.591

Most stable structure - one; separation to the second - 0.2122 hartree.

## one
ORCA calculation (ωB97M-V/def2-TZVPD) on a single C9H13NO2 molecule.

Each line ends with the Mulliken charge.
CARTESIAN COORDINATES (ANGSTROEM)
1 C 0.2599 2.7598 0.2857  -0.235
2 C 0.3299 -2.0982 0.9699  -0.498
3 C -0.8681 -1.4094 1.6902  -0.858
4 C 1.0795 -1.0378 0.1001  -0.908
5 C -0.5491 0.0916 1.4944  -1.084
6 C 0.5956 1.5046 -0.3583  0.334
7 C 0.1432 0.1329 0.1673  1.274
8 C -0.5333 0.6607 -1.0647  0.737
9 C -0.2430 -0.0173 -2.3907  -1.860
10 N -0.0624 3.7386 0.7295  -0.492
11 O 1.8078 1.6071 -1.0803  -0.590
12 O -1.8527 1.1042 -0.9905  -0.616
13 H 0.9426 -2.6106 1.7837  0.313
14 H -0.1369 -2.8521 0.3749  0.229
15 H -1.9222 -1.5746 1.2708  0.286
16 H -0.9980 -1.7805 2.6575  0.489
17 H 2.1039 -0.9384 0.5058  0.400
18 H 1.1610 -1.4228 -0.9490  0.329
19 H -1.3293 0.8346 1.6533  0.407
20 H 0.1327 0.4378 2.2973  0.320
21 H -0.5785 -1.0167 -2.3126  0.413
22 H 0.8662 0.2747 -2.6423  0.304
23 H -0.7878 0.4566 -3.1422  0.527
24 H 2.3869 1.1306 -0.4533  0.412
25 H -1.9479 2.0245 -0.5964  0.368

Its structure (SMILES) is C[C@@]1(O)C2(CCCC2)[C@]1(O)C#N.

## two
ORCA calculation (ωB97M-V/def2-TZVPD) on a 2-piece molecular cluster, C9H13NO2 overall.

Each line ends with the Mulliken charge.
CARTESIAN COORDINATES (ANGSTROEM)
1 C 2.0647 -0.8925 -4.1708  -1.292
2 C -0.5982 -1.6674 -0.8069  0.762
3 C -1.0144 -1.8458 -2.1060  -0.471
4 C 0.7004 -1.2111 -0.5729  -0.314
5 C -0.1433 -1.5840 -3.1768  -0.511
6 C 1.4966 -0.7961 -1.6350  -0.714
7 C 1.1714 -1.1601 -2.9217  0.473
8 O -1.4331 -2.0692 0.1943  -0.534
9 H -1.0125 -1.9493 1.0407  0.280
10 H -1.9641 -2.2138 -2.4771  0.337
11 H 1.0830 -1.1298 0.4397  0.252
12 H -0.4639 -1.5530 -4.2094  0.332
13 H 2.3990 -0.2548 -1.3764  0.347
14 H 3.0835 -1.2218 -4.0289  0.384
15 H 1.6743 -1.5953 -4.9055  0.354
16 H 1.7937 0.1319 -4.4095  0.313
17 C 0.0210 2.7868 4.1873  -0.860
18 C -1.2064 2.4354 3.3834  0.567
19 O -1.2376 2.6215 2.1882  -0.583
20 N -2.2477 1.8132 4.0203  -0.429
21 H -2.9789 1.4784 3.4183  0.247
22 H -2.1220 1.2195 4.8257  0.224
23 H 0.7527 2.9230 3.3959  0.259
24 H 0.2739 2.0330 4.9346  0.313
25 H -0.0920 3.7011 4.7686  0.263

Its structure (SMILES) is Cc1ccc(O)cc1.CC(N)=O.

Most stable structure - two; separation to the second - 0.0766 hartree.